No. 1
{
  "formula": "H26O13",
  "method": "ωB97M-V/def2-TZVPD",
  "charge": 0,
  "lumo_ha": -0.0043,
  "homo_ev": -11.04,
  "elements": ["O", "H", "H", "O", "H", "H", "O", "H", "H", "O", "H", "H", "O", "H", "H", "O", "H", "H", "O", "H", "H", "O", "H", "H", "O", "H", "H", "O", "H", "H", "O", "H", "H", "O", "H", "H", "O", "H", "H"],
  "positions_angstrom": [[-4.789535, 1.836641, -0.921587], [-4.430385, 2.677711, -1.204137], [-5.718895, 1.885111, -1.145597], [3.154685, 0.891391, 4.694353], [3.562105, 1.258101, 5.479063], [3.557055, 0.028461, 4.595973], [3.839795, -2.000779, -0.190347], [2.961285, -1.889999, -0.553897], [3.705745, -2.506009, 0.611523], [4.437725, 2.215051, -1.033417], [3.681215, 2.576151, -0.571327], [4.373585, 1.269811, -0.896887], [-5.038025, -2.071009, -3.231407], [-5.739615, -2.462399, -2.711007], [-4.840245, -1.246939, -2.786397], [1.171715, 3.809771, 2.117063], [0.962325, 4.606531, 2.604463], [1.342625, 3.153271, 2.792363], [-0.334815, -0.631109, -0.387267], [-0.770865, 0.096701, -0.830417], [-0.111275, -0.286389, 0.477273], [-0.836225, 4.133641, -1.837887], [-0.986515, 5.078251, -1.874817], [-0.312405, 4.004701, -1.047187], [-0.963265, -2.644739, 4.996203], [-1.866905, -2.960289, 5.005603], [-0.980365, -1.851829, 5.532143], [-0.049565, 3.184951, -5.853487], [-0.554565, 3.751971, -6.436337], [-0.404215, 3.359981, -4.981817], [3.111565, -3.815899, 3.780053], [3.330885, -4.640249, 4.214293], [2.156095, -3.771929, 3.817103], [0.471165, -1.447489, -5.517737], [-0.403085, -1.789919, -5.331557], [0.423545, -0.522889, -5.274657], [-2.435235, -4.784259, 1.158673], [-2.464065, -3.952679, 0.685523], [-2.213035, -4.541389, 2.057493]],
  "atomic_forces_ev_per_a": [[0.1, -0.2, 0.1], [0.2, 0.2, -0.1], [-0.3, 0.0, 0.0], [-0.2, 0.2, -0.1], [0.1, 0.1, 0.2], [0.1, -0.3, -0.1], [0.2, 0.2, -0.1], [-0.3, 0.0, -0.2], [0.0, -0.2, 0.3], [0.1, 0.2, -0.1], [-0.2, 0.1, 0.1], [0.0, -0.3, 0.0], [0.1, -0.1, -0.2], [-0.2, -0.2, 0.1], [0.1, 0.3, 0.1], [-0.1, 0.0, -0.3], [0.0, 0.2, 0.1], [0.1, -0.3, 0.2], [0.1, -0.3, 0.0], [-0.1, 0.2, -0.2], [0.1, 0.1, 0.2], [-0.2, -0.2, -0.2], [0.0, 0.2, 0.0], [0.2, -0.1, 0.3], [0.2, -0.1, -0.2], [-0.2, -0.1, 0.0], [0.1, 0.2, 0.1], [0.1, -0.2, -0.1], [-0.1, 0.1, -0.2], [0.0, 0.0, 0.3], [0.2, 0.2, -0.1], [0.1, -0.2, 0.1], [-0.3, 0.1, 0.0], [0.2, -0.1, -0.1], [-0.2, -0.1, 0.0], [0.0, 0.3, 0.0], [-0.1, -0.2, 0.0], [0.0, 0.2, -0.2], [0.1, 0.0, 0.2]]
}


No. 2
{
  "formula": "C3H9N3",
  "method": "ωB97M-V/def2-TZVPD",
  "charge": 0,
  "lumo_ha": 0.0318,
  "homo_ev": -7.64,
  "elements": ["C", "C", "N", "N", "C", "N", "H", "H", "H", "H", "H", "H", "H", "H", "H"],
  "positions_angstrom": [[1.344049, -0.377230, -0.911779], [0.999402, -0.681239, 0.520569], [-0.978934, -0.223919, 1.601065], [-1.979423, -0.342581, 0.801687], [0.474453, 0.789546, -0.633040], [-0.783441, 0.891772, -1.140151], [-0.777778, 0.777680, 1.707436], [-1.489213, 0.223648, -0.638154], [-2.181836, -1.346321, 0.708826], [-1.162334, 1.825783, -1.006477], [0.905639, -1.067648, -1.627099], [2.387019, -0.157847, -1.144978], [0.614844, -1.670352, 0.709392], [1.687358, -0.322817, 1.274925], [0.940194, 1.681527, -0.222222]],
  "atomic_forces_ev_per_a": [[0.4, 0.4, 0.0], [0.3, 1.0, -0.9], [-1.6, -0.4, -0.8], [0.8, 0.2, 1.3], [0.9, -1.6, 1.1], [-1.2, -0.3, -0.1], [-0.1, 0.0, -0.2], [0.7, 0.8, -0.6], [0.1, 0.0, 0.2], [0.0, -0.2, 0.2], [0.0, 0.0, 0.0], [-0.1, -0.1, -0.1], [-0.4, 0.2, 0.1], [0.0, 0.0, -0.1], [0.0, -0.1, 0.0]]
}


No. 3
{
  "formula": "C8H12",
  "method": "ωB97M-V/def2-TZVPD",
  "charge": 1,
  "multiplicity": 2,
  "lumo_ha": [-0.2361, -0.2403],
  "homo_ev": [-13.59, -13.72],
  "elements": ["C", "C", "C", "C", "C", "C", "C", "C", "H", "H", "H", "H", "H", "H", "H", "H", "H", "H", "H", "H"],
  "positions_angstrom": [[0.671992, 2.822341, -0.838730], [-0.223938, 1.587019, -0.933475], [0.261746, 0.316183, -0.262426], [1.176729, -0.580571, -0.806553], [-1.599621, -1.194621, -0.728002], [-0.573081, -0.807315, 0.097254], [-0.417071, -1.444639, 1.448513], [0.486164, -1.227681, 2.389454], [1.687155, 2.529250, -1.061417], [0.804971, 3.223350, 0.171154], [0.255921, 3.584796, -1.476031], [-0.279844, 1.310181, -2.000912], [-1.283365, 1.790502, -0.695069], [2.031493, -1.142139, -0.426090], [0.995827, -0.955723, -1.829644], [-2.084280, -2.148108, -0.539389], [-1.786190, -0.678588, -1.655181], [-1.207112, -2.171941, 1.558795], [1.162885, -0.375008, 2.346533], [0.516182, -1.821057, 3.293312]],
  "atomic_forces_ev_per_a": [[0.3, -0.6, 1.1], [-0.7, -0.7, -0.3], [0.0, 2.6, -1.0], [-0.2, -1.2, -1.2], [1.1, -0.4, -0.2], [-0.1, -0.8, 2.3], [-0.4, -0.6, -1.0], [0.0, 0.7, 0.0], [0.3, 0.2, -0.8], [-0.7, -0.1, 0.0], [0.3, 0.3, -0.3], [0.2, 0.1, -0.1], [0.5, -0.1, 0.4], [-0.7, -0.1, 1.1], [0.4, 1.2, -0.3], [-0.5, 0.5, 0.3], [-0.1, 0.0, -0.2], [0.2, -0.5, 0.4], [0.2, -0.3, -0.2], [-0.2, 0.1, 0.0]]
}


No. 4
{
  "formula": "C41H31BIrN4O6P",
  "method": "ωB97M-V/def2-TZVPD",
  "charge": -1,
  "multiplicity": 6,
  "lumo_ha": [0.0540, 0.0020],
  "homo_ev": [-2.52, -5.69],
  "elements": ["Ir", "O", "C", "O", "C", "O", "O", "C", "C", "C", "C", "C", "C", "P", "C", "C", "C", "C", "C", "C", "C", "C", "C", "C", "C", "C", "C", "C", "C", "C", "H", "H", "H", "H", "H", "H", "H", "H", "H", "H", "H", "H", "H", "H", "H", "H", "C", "O", "C", "C", "C", "C", "C", "C", "N", "N", "C", "C", "C", "C", "O", "C", "N", "C", "C", "C", "C", "H", "H", "H", "H", "H", "H", "H", "H", "H", "H", "H", "H", "B", "C", "N", "H", "H", "H"],
  "positions_angstrom": [[0.832637, 1.381060, -2.018089], [2.302469, 7.240136, -0.594227], [2.040427, 6.031541, -0.071641], [2.108641, 5.004228, 0.604614], [-1.088651, 6.039000, -2.362304], [-1.911429, 5.473760, -1.722606], [-0.158207, 6.421242, -2.909767], [-2.416040, 3.684271, 2.360310], [-3.408756, 2.842220, 1.774055], [-3.164251, 2.134396, 0.636136], [-1.874469, 2.208912, -0.007711], [-0.922991, 3.132547, 0.545282], [-1.255970, 3.908026, 1.643719], [-1.316565, 1.313513, -1.565129], [-2.330963, -0.293843, -1.547126], [-2.802618, -1.047195, -0.474662], [-3.604495, -2.194747, -0.752087], [-3.709543, -2.639040, -2.054692], [-3.005519, -2.069772, -3.097568], [-2.316240, -0.854602, -2.847143], [-2.052548, 2.202562, -2.934804], [-3.373887, 2.271614, -2.991737], [-3.909001, 3.013077, -4.022952], [-3.038808, 3.575744, -4.944570], [-1.588272, 3.572124, -4.845227], [-0.710462, 4.222215, -5.656159], [0.702639, 4.094893, -5.501947], [1.083115, 3.260693, -4.581521], [0.286574, 2.581954, -3.624543], [-1.086729, 2.837534, -3.779690], [-2.613336, 4.028830, 3.365177], [-4.397875, 2.724322, 2.311713], [-3.895692, 1.506459, 0.256260], [0.003964, 3.216758, 0.077019], [-0.462883, 4.565895, 1.982415], [-2.628211, -0.654989, 0.540136], [-4.113997, -2.701354, 0.040294], [-4.272482, -3.588746, -2.135363], [-3.025764, -2.494454, -4.088723], [-1.798330, -0.339613, -3.621816], [-3.960853, 1.634916, -2.342509], [-5.002530, 3.106859, -4.438418], [-3.270711, 4.082476, -5.931824], [-1.041112, 5.052981, -6.183541], [1.504013, 4.433838, -6.033616], [2.135110, 3.280982, -4.833583], [1.702198, -7.918962, 7.931387], [2.593553, -6.729410, 7.619661], [2.139442, -6.091923, 6.482980], [0.995304, -6.200544, 5.699532], [0.897618, -5.320214, 4.530769], [1.710730, -4.288509, 4.232954], [2.707200, -4.120243, 5.177405], [2.922774, -4.825543, 6.292882], [1.592129, -3.471866, 3.167420], [0.911181, -3.818514, 2.128268], [0.982162, -3.084644, 1.082279], [0.315774, -3.542570, -0.212818], [0.200415, -2.796329, -1.346144], [0.790006, -1.436865, -1.352148], [0.640369, -0.912795, -2.535908], [1.224235, -0.842398, -0.168372], [1.347645, 0.499100, -0.156276], [1.737882, 1.105957, 1.006230], [1.872627, 0.416208, 2.196834], [1.895101, -0.935271, 2.202176], [1.327076, -1.584595, 1.061574], [1.716287, -8.169846, 8.971956], [2.001558, -8.839151, 7.418460], [0.740593, -7.777143, 7.423758], [0.129063, -6.836480, 5.694667], [0.080146, -5.600178, 3.853362], [3.627362, -3.539094, 4.994104], [3.890959, -4.751605, 6.632083], [-0.195248, -4.516755, -0.184232], [-0.226888, -3.173072, -2.250564], [1.683379, 2.099153, 0.632486], [2.339057, 1.146995, 3.051690], [2.205646, -1.425662, 3.124870], [5.589654, 1.721370, -2.713454], [3.987761, 1.550833, -2.532596], [2.833351, 1.621342, -2.504393], [6.180383, 0.928380, -2.050259], [5.768469, 2.677600, -2.323190], [5.673642, 1.580018, -3.899268]],
  "atomic_forces_ev_per_a": [[0.9, 1.2, -0.9], [-2.7, -9.3, 3.6], [3.8, 3.7, 0.6], [-1.2, 5.6, -4.2], [-1.8, -3.0, 2.3], [1.0, 1.7, -1.4], [0.7, 1.2, -0.9], [-1.3, -1.0, -1.0], [-0.4, 0.8, 2.1], [2.9, 0.6, -1.0], [0.2, 0.8, 0.9], [-3.3, -1.4, -0.6], [0.9, -0.3, 0.6], [-1.6, 0.1, 0.9], [1.7, 0.0, -1.0], [-1.0, 0.2, -0.1], [1.4, 1.8, 0.2], [-0.4, -1.7, 0.7], [0.6, 1.7, 0.2], [-1.5, -1.3, 0.9], [5.1, -0.3, 1.3], [-4.7, 0.7, -1.3], [-2.7, -0.1, -1.6], [2.9, 2.1, -2.8], [-3.0, -0.8, 1.0], [1.1, 1.6, -0.7], [-3.8, -0.3, -0.1], [3.4, -0.8, 0.8], [0.3, -1.7, 1.5], [-1.2, -1.7, 1.3], [0.2, 0.6, -0.1], [1.3, 0.1, -0.7], [-1.3, -1.1, -0.8], [1.4, 0.3, -0.7], [-0.2, 0.1, 0.4], [-0.3, -0.4, -0.4], [-0.1, -0.3, 0.3], [0.3, 0.7, -0.6], [0.0, -0.1, -0.1], [0.2, 0.2, -0.6], [-0.3, 0.3, 0.1], [1.9, -0.6, 1.7], [-0.8, -0.6, 1.5], [-1.0, 1.2, -1.5], [1.0, 1.7, -2.2], [0.9, -1.6, 2.1], [0.8, 0.6, -2.0], [-2.6, -2.7, -0.4], [0.8, 3.5, 1.4], [0.8, 1.4, -1.9], [-2.2, -3.1, 1.1], [-0.9, -0.3, -0.3], [3.1, 2.1, 0.0], [-2.7, -4.1, -1.4], [2.2, 2.0, 0.7], [-1.0, -3.4, 0.1], [-1.4, 3.5, -3.3], [-0.2, -0.5, 0.9], [2.1, 0.5, 2.8], [-2.0, -2.5, -2.9], [0.8, 1.6, 1.2], [-0.8, -0.6, 1.5], [1.3, -0.7, 1.1], [-2.2, -1.2, -3.3], [2.9, 5.1, 1.5], [-1.4, -1.4, -0.4], [1.7, -1.6, 0.8], [-0.2, 0.6, 0.6], [0.9, 0.2, -0.1], [-0.1, 0.4, 1.2], [0.3, -0.8, 0.7], [0.3, 0.5, 0.2], [-1.1, 0.7, -0.5], [1.7, 0.1, 1.7], [0.5, 0.3, 0.2], [-0.3, 0.0, -0.3], [0.8, 1.6, 1.8], [-1.3, -2.3, -1.8], [-0.4, -0.2, -0.8], [-2.1, -4.5, -1.5], [0.2, 0.4, 0.0], [0.3, -0.5, 0.3], [0.1, -0.6, 0.1], [1.1, 5.0, 1.6], [0.5, 0.1, -0.4]]
}


Values for relative energy (zero: lowest compared OMol25 entry of this formula, charge and spin), kcal/mol, ordered as above
72.2 114.3 65.2 184.7